1.
{"formula": "C16H21BBrF4N9OPd", "method": "ωB97M-V/def2-TZVPD", "multiplicity": 3, "lumo_energy_ev": [4.063, 3.881], "homo_lumo_gap_ev": [6.56, 6.42], "total_charge": -2, "homo_energy_ha": [-0.09187, -0.09321], "elements": ["Pd", "N", "C", "N", "N", "N", "N", "C", "N", "N", "N", "N", "H", "C", "C", "C", "C", "C", "C", "C", "Br", "C", "O", "C", "C", "C", "C", "C", "C", "H", "H", "H", "H", "H", "H", "H", "H", "H", "H", "H", "H", "H", "H", "H", "H", "H", "H", "H", "H", "F", "B", "F", "F", "F"], "positions_angstrom": [[0.21, 0.04, 0.09], [2.69, 2.50, -0.31], [3.09, 1.19, -0.48], [4.33, 0.86, -0.79], [4.30, -0.50, -0.84], [3.13, -0.94, -0.58], [2.31, 0.12, -0.34], [1.39, 2.95, -0.24], [1.05, 4.22, -0.37], [-0.29, 4.22, -0.23], [-0.72, 3.02, -0.02], [0.33, 2.17, -0.02], [3.38, 3.20, -0.54], [-4.99, -6.22, 0.20], [-5.15, -4.70, 0.13], [-5.91, -4.25, 1.39], [-6.00, -4.37, -1.11], [-3.80, -3.99, 0.05], [-3.77, -2.60, -0.03], [-2.56, -1.95, -0.11], [-2.55, -0.04, -0.18], [-1.30, -2.60, -0.13], [-0.19, -1.98, -0.36], [-1.34, -4.00, 0.08], [-2.58, -4.64, 0.12], [-0.04, -4.81, 0.22], [0.54, -5.05, -1.18], [-0.30, -6.16, 0.90], [1.01, -4.09, 1.09], [-5.98, -6.69, 0.23], [-4.45, -6.53, 1.09], [-4.46, -6.61, -0.68], [-6.88, -4.75, 1.46], [-6.08, -3.17, 1.37], [-5.33, -4.48, 2.28], [-6.97, -4.86, -1.05], [-5.49, -4.70, -2.01], [-6.16, -3.29, -1.19], [-4.68, -2.01, -0.03], [-2.58, -5.72, 0.23], [-0.16, -5.61, -1.80], [1.47, -5.62, -1.11], [0.76, -4.10, -1.66], [-0.91, -6.84, 0.29], [-0.80, -6.03, 1.86], [0.65, -6.66, 1.07], [1.41, -3.21, 0.62], [1.83, -4.79, 1.29], [0.58, -3.79, 2.05], [-1.41, -1.52, 2.69], [-0.30, -0.94, 3.31], [-0.68, 0.06, 4.19], [0.48, -1.91, 3.95], [0.52, -0.33, 2.26]]}

2.
{"formula": "C16H21BN9ORu", "method": "ωB97M-V/def2-TZVPD", "relative_energy_kcal_mol": 0.0, "multiplicity": 1, "lumo_energy_ev": 2.929, "homo_lumo_gap_ev": 5.96, "total_charge": -1, "homo_energy_ha": -0.11128, "elements": ["Ru", "C", "C", "N", "N", "C", "B", "N", "C", "C", "C", "N", "N", "C", "C", "C", "N", "N", "C", "C", "C", "N", "H", "H", "H", "H", "H", "H", "H", "H", "H", "H", "H", "H", "C", "C", "C", "C", "N", "H", "H", "H", "H", "H", "H", "H", "H", "H", "O"], "positions_angstrom": [[-0.67, -0.88, -1.19], [1.40, -3.74, 1.69], [0.65, -3.44, 0.54], [0.32, -2.16, 0.53], [0.80, -1.62, 1.66], [1.48, -2.55, 2.38], [0.65, -0.09, 1.80], [1.48, 0.53, 0.66], [2.71, 1.09, 0.68], [3.16, 1.18, -0.62], [2.14, 0.63, -1.39], [1.13, 0.24, -0.62], [-0.83, 0.34, 1.62], [-1.63, 1.01, 2.47], [-2.82, 1.27, 1.83], [-2.66, 0.72, 0.55], [-1.47, 0.17, 0.44], [1.08, 0.35, 3.20], [0.69, -0.24, 4.36], [1.07, 0.57, 5.40], [1.69, 1.66, 4.77], [1.68, 1.53, 3.45], [1.82, -4.69, 1.98], [0.34, -4.05, -0.29], [1.97, -2.30, 3.30], [3.14, 1.40, 1.61], [4.10, 1.60, -0.96], [2.08, 0.48, -2.45], [-1.29, 1.27, 3.46], [-3.67, 1.80, 2.22], [-3.31, 0.71, -0.32], [0.15, -1.17, 4.34], [0.92, 0.40, 6.45], [2.14, 2.54, 5.21], [-1.91, 1.90, -4.02], [-1.38, 0.51, -3.65], [0.05, 0.39, -4.16], [-2.24, -0.56, -4.33], [-1.57, 0.32, -2.21], [-1.87, 2.08, -5.10], [-1.32, 2.67, -3.51], [-2.94, 2.00, -3.68], [0.07, 0.43, -5.26], [0.49, -0.56, -3.85], [0.66, 1.21, -3.78], [-2.20, -0.47, -5.42], [-3.28, -0.45, -4.01], [-1.90, -1.55, -4.03], [-1.08, -2.46, -1.76]]}

3.
{"formula": "C16H21Cl2FO2Re", "method": "ωB97M-V/def2-TZVPD", "multiplicity": 4, "lumo_energy_ev": [5.191, 5.131], "homo_lumo_gap_ev": [1.99, 7.10], "total_charge": -2, "homo_energy_ha": [0.11747, -0.07234], "elements": ["C", "C", "C", "C", "C", "C", "C", "C", "C", "C", "Re", "Cl", "Cl", "O", "H", "H", "H", "H", "H", "H", "H", "H", "H", "H", "H", "H", "H", "H", "H", "H", "O", "H", "F", "C", "C", "C", "C", "C", "C", "H", "H", "H", "H"], "positions_angstrom": [[-1.31, 1.86, 0.32], [-1.88, 0.59, 0.71], [-1.91, -0.23, -0.48], [-2.70, 0.36, 1.93], [-1.53, 0.59, -1.59], [-1.17, 1.86, -1.11], [-0.70, 3.00, -1.93], [-1.28, 3.08, 1.14], [-2.46, -1.60, -0.59], [-1.50, 0.16, -3.02], [0.27, 0.17, 0.52], [-0.37, -1.50, 1.96], [0.98, 1.27, 2.39], [0.62, -0.95, -1.03], [-2.78, 1.28, 2.50], [-2.27, -0.39, 2.60], [-3.69, -0.02, 1.65], [-2.42, -2.12, 0.37], [-1.91, -2.20, -1.31], [-3.51, -1.57, -0.91], [-1.28, -0.90, -3.12], [-0.72, 0.70, -3.58], [-2.45, 0.36, -3.54], [-0.15, 2.68, -2.83], [-0.03, 3.65, -1.35], [-1.55, 3.61, -2.25], [-1.19, 2.84, 2.20], [-2.20, 3.66, 0.99], [-0.44, 3.71, 0.86], [1.46, -0.71, -1.46], [1.59, 1.50, -0.29], [1.78, 1.41, -1.25], [5.31, -3.89, 1.44], [4.23, -3.05, 1.26], [2.94, -3.61, 1.17], [1.89, -2.77, 0.75], [2.06, -1.40, 0.80], [3.30, -0.83, 0.99], [4.44, -1.68, 1.11], [2.75, -4.66, 1.36], [0.95, -3.24, 0.45], [3.39, 0.25, 1.05], [5.44, -1.26, 1.14]]}

4.
{"formula": "C16H21ClN2O3S", "method": "ωB97M-V/def2-TZVPD", "relative_energy_kcal_mol": 1.1, "multiplicity": 1, "lumo_energy_ev": 0.591, "homo_lumo_gap_ev": 9.39, "smiles": "CCOC(=O)N1CCN(C(=O)CSCc2ccc(Cl)cc2)CC1", "homo_energy_ha": -0.32323, "elements": ["C", "C", "H", "H", "O", "C", "O", "N", "C", "H", "C", "N", "C", "O", "C", "H", "H", "S", "C", "C", "C", "C", "C", "C", "C", "H", "H", "Cl", "H", "H", "H", "H", "C", "H", "C", "H", "H", "H", "H", "H", "H", "H", "H", "H"], "positions_angstrom": [[-6.78, -0.77, 0.58], [-6.27, -0.63, -0.85], [-6.53, 0.35, -1.25], [-6.68, -1.41, -1.49], [-4.86, -0.81, -0.93], [-4.11, 0.27, -0.61], [-4.57, 1.35, -0.30], [-2.78, 0.03, -0.74], [-1.83, 1.04, -0.32], [-2.38, 1.96, -0.14], [-1.12, 0.57, 0.96], [-0.52, -0.73, 0.73], [0.80, -1.02, 0.62], [1.19, -2.13, 0.32], [1.78, 0.08, 0.95], [1.57, 0.57, 1.90], [2.78, -0.36, 0.97], [1.78, 1.35, -0.37], [3.35, 2.21, 0.05], [4.52, 1.30, -0.10], [4.92, 0.86, -1.35], [5.98, -0.01, -1.50], [6.65, -0.45, -0.37], [6.27, -0.03, 0.90], [5.21, 0.84, 1.02], [4.91, 1.17, 2.01], [6.80, -0.38, 1.77], [7.99, -1.54, -0.54], [6.28, -0.35, -2.47], [4.38, 1.20, -2.23], [3.25, 2.60, 1.06], [3.39, 3.04, -0.66], [-1.49, -1.73, 0.33], [-0.97, -2.67, 0.17], [-2.20, -1.27, -0.95], [-2.98, -1.98, -1.23], [-1.47, -1.20, -1.76], [-2.23, -1.85, 1.14], [-0.37, 1.31, 1.24], [-1.85, 0.47, 1.77], [-1.09, 1.19, -1.11], [-6.48, -1.73, 0.99], [-7.86, -0.70, 0.59], [-6.37, 0.02, 1.19]]}

5.
{"formula": "C16H21ClN3O5P", "method": "ωB97M-V/def2-TZVPD", "multiplicity": 1, "lumo_energy_ev": 0.047, "homo_lumo_gap_ev": 8.21, "smiles": "O=CO[C@H](CC(=O)O)P(O)Cl.c1cc[nH]c1.c1cc[nH]c1.c1cc[nH]c1", "homo_energy_ha": -0.30009, "elements": ["O", "C", "O", "C", "C", "C", "O", "O", "P", "O", "Cl", "H", "H", "H", "H", "H", "H", "N", "C", "C", "C", "C", "H", "H", "H", "H", "H", "N", "C", "C", "C", "C", "H", "H", "H", "H", "H", "N", "C", "C", "C", "C", "H", "H", "H", "H", "H"], "positions_angstrom": [[-2.46, 1.30, 0.08], [-1.54, 1.02, -0.55], [-1.61, 0.05, -1.46], [-0.57, 0.06, -2.44], [-1.11, 0.46, -3.82], [0.03, 1.10, -4.57], [0.57, 0.59, -5.46], [0.39, 2.31, -4.12], [0.33, -1.58, -2.37], [-0.09, -2.37, -3.74], [2.33, -0.98, -2.64], [-0.59, 1.55, -0.37], [0.16, 0.81, -2.16], [-1.89, 1.21, -3.73], [-1.53, -0.36, -4.39], [1.32, 2.37, -4.38], [0.45, -3.17, -3.75], [-1.24, 0.23, 2.73], [-0.32, 1.17, 3.09], [0.16, 0.85, 4.34], [-0.50, -0.34, 4.74], [-1.35, -0.70, 3.73], [-1.75, 0.22, 1.87], [-0.08, 2.00, 2.44], [0.89, 1.40, 4.89], [-0.37, -0.87, 5.67], [-2.03, -1.53, 3.64], [5.89, -0.48, -1.80], [6.82, -0.94, -0.91], [8.00, -0.29, -1.16], [7.77, 0.61, -2.24], [6.45, 0.47, -2.61], [4.93, -0.78, -1.84], [6.57, -1.69, -0.18], [8.92, -0.44, -0.63], [8.48, 1.27, -2.69], [5.88, 0.96, -3.37], [-4.68, -0.30, 2.65], [-5.69, 0.61, 2.83], [-6.79, -0.08, 3.27], [-6.43, -1.45, 3.36], [-5.12, -1.55, 2.97], [-3.76, -0.07, 2.33], [-5.54, 1.65, 2.64], [-7.75, 0.36, 3.51], [-7.06, -2.26, 3.68], [-4.47, -2.40, 2.90]]}

6.
{"formula": "C16H21Cu2F3N3O3", "method": "ωB97M-V/def2-TZVPD", "relative_energy_kcal_mol": 227.7, "multiplicity": 1, "lumo_energy_ev": -7.171, "homo_lumo_gap_ev": 2.26, "total_charge": 1, "homo_energy_ha": -0.34666, "elements": ["Cu", "Cu", "O", "H", "N", "C", "C", "C", "C", "H", "H", "H", "H", "H", "N", "C", "C", "C", "C", "H", "H", "H", "H", "H", "N", "C", "C", "C", "C", "H", "H", "H", "H", "H", "C", "C", "O", "C", "O", "C", "F", "F", "F", "H", "H", "H", "H", "H"], "positions_angstrom": [[2.28, 1.63, -5.75], [-1.99, 3.25, -4.03], [1.18, 1.70, -1.92], [1.98, 1.90, -1.39], [2.84, 5.42, 0.82], [3.23, 6.57, 0.20], [3.17, 7.60, 1.16], [2.76, 7.03, 2.37], [2.63, 5.66, 2.14], [2.42, 4.70, 0.25], [3.38, 6.58, -0.87], [3.27, 8.66, 0.97], [2.62, 7.56, 3.30], [2.35, 4.90, 2.85], [-1.54, 0.16, 2.68], [-1.97, 1.01, 3.67], [-2.31, 0.24, 4.77], [-2.00, -1.12, 4.48], [-1.47, -1.13, 3.15], [-1.29, 0.40, 1.73], [-2.02, 2.08, 3.52], [-2.63, 0.61, 5.73], [-2.11, -1.96, 5.16], [-1.14, -1.99, 2.59], [3.78, -2.51, -0.30], [4.27, -3.71, -0.74], [4.99, -4.30, 0.33], [5.06, -3.36, 1.35], [4.30, -2.26, 0.92], [3.13, -1.89, -0.77], [3.92, -4.17, -1.65], [5.34, -5.32, 0.39], [5.56, -3.56, 2.28], [3.97, -1.45, 1.54], [-2.21, -3.50, -3.37], [-3.58, -3.61, -4.04], [-4.53, -3.30, -3.03], [-4.87, -1.96, -2.65], [-4.31, -0.95, -2.92], [-6.12, -1.94, -1.71], [-7.13, -1.21, -2.32], [-6.47, -3.21, -1.49], [-5.80, -1.27, -0.61], [-2.11, -4.35, -2.70], [-2.06, -2.57, -2.81], [-1.27, -3.62, -3.91], [-3.80, -4.56, -4.51], [-3.71, -2.90, -4.87]]}

7.
{"formula": "C16H21F3N4O2Pd", "method": "ωB97M-V/def2-TZVPD", "multiplicity": 1, "lumo_energy_ev": [4.880, 4.880], "homo_lumo_gap_ev": [3.67, 3.67], "total_charge": -2, "homo_energy_ha": [0.04450, 0.04455], "elements": ["Pd", "N", "N", "C", "O", "O", "H", "H", "H", "C", "C", "N", "C", "C", "C", "C", "N", "H", "H", "H", "H", "H", "H", "H", "H", "H", "H", "H", "H", "H", "H", "F", "C", "F", "F", "C", "C", "C", "C", "C", "C", "C", "C", "H", "H", "H", "H"], "positions_angstrom": [[2.05, -1.54, -0.08], [5.18, -0.64, -0.15], [5.18, -1.10, 1.16], [4.44, -2.30, 1.38], [4.69, -2.69, 2.54], [3.60, -2.77, 0.51], [5.88, 0.06, -0.26], [4.30, -0.22, -0.30], [6.09, -1.07, 1.61], [-2.97, -1.00, -0.07], [-2.63, -2.49, 0.17], [-1.22, -2.94, 0.32], [-0.52, -2.81, 1.62], [-0.73, -1.52, 2.45], [-0.45, -3.13, -0.81], [-1.29, -3.29, -2.05], [0.88, -3.04, -0.91], [-3.02, -0.48, 0.90], [-3.96, -0.90, -0.52], [-2.21, -0.54, -0.65], [-3.09, -3.20, -0.56], [-3.09, -2.76, 1.14], [0.53, -2.90, 1.34], [-0.85, -3.67, 2.18], [-0.50, -0.56, 1.91], [-0.11, -1.46, 3.34], [-1.77, -1.40, 2.78], [-0.56, -3.64, -2.91], [-1.77, -2.34, -2.41], [-2.11, -4.02, -1.87], [1.22, -3.56, -1.73], [-3.16, 6.17, -0.38], [-1.91, 6.16, -0.95], [-2.20, 6.52, -2.23], [-1.20, 7.20, -0.36], [-1.10, 4.87, -0.74], [0.19, 4.84, -0.08], [0.73, 3.61, 0.16], [0.17, 2.45, -0.42], [-1.07, 2.48, -1.14], [-1.73, 3.67, -1.13], [0.77, 1.24, -0.24], [1.23, 0.07, -0.42], [0.61, 5.80, 0.26], [1.57, 3.45, 0.83], [-1.39, 1.60, -1.63], [-2.70, 3.78, -1.58]]}

8.
{"formula": "C16H21N2O4OsPS3", "method": "ωB97M-V/def2-TZVPD", "relative_energy_kcal_mol": 14.1, "multiplicity": 2, "lumo_energy_ev": [-3.534, -4.253], "homo_lumo_gap_ev": [8.10, 7.20], "total_charge": 1, "homo_energy_ha": [-0.42741, -0.42098], "elements": ["Os", "C", "C", "O", "P", "S", "S", "O", "C", "C", "H", "H", "H", "H", "H", "H", "H", "H", "H", "H", "C", "C", "C", "C", "C", "C", "C", "S", "O", "O", "N", "C", "C", "C", "C", "C", "N", "H", "H", "H", "H", "H", "H", "H", "H", "H", "H", "H"], "positions_angstrom": [[-0.98, 0.18, -1.27], [-2.12, 4.50, 2.38], [-2.71, 4.72, 1.01], [-1.80, 4.30, -0.06], [-1.22, 2.87, -0.29], [-2.06, 1.12, 0.45], [-1.08, 2.38, -2.22], [0.20, 2.82, 0.41], [1.25, 3.75, 0.01], [2.53, 2.98, -0.14], [-2.83, 4.83, 3.13], [-1.19, 5.06, 2.50], [-1.92, 3.44, 2.57], [-2.88, 5.77, 0.81], [-3.65, 4.18, 0.87], [1.31, 4.51, 0.78], [0.96, 4.23, -0.93], [2.81, 2.51, 0.80], [3.34, 3.65, -0.44], [2.43, 2.21, -0.91], [4.25, -3.25, 3.10], [3.36, -2.95, 1.93], [3.06, -3.94, 1.00], [2.25, -3.67, -0.09], [1.74, -2.39, -0.24], [2.03, -1.38, 0.66], [2.84, -1.67, 1.75], [0.66, -2.09, -1.57], [0.74, -3.11, -2.55], [0.88, -0.67, -2.04], [-0.80, -1.89, -0.91], [-1.99, -2.16, -1.59], [-2.59, -3.33, -2.04], [-3.82, -3.19, -2.66], [-4.41, -1.93, -2.82], [-3.75, -0.81, -2.38], [-2.56, -0.95, -1.78], [4.03, -4.24, 3.51], [4.14, -2.51, 3.89], [5.30, -3.26, 2.79], [3.47, -4.93, 1.13], [2.02, -4.44, -0.82], [1.64, -0.38, 0.52], [3.07, -0.89, 2.46], [-2.10, -4.28, -1.91], [-4.33, -4.07, -3.02], [-5.38, -1.83, -3.30], [-4.13, 0.19, -2.49]]}